C33H40MgN4P2 | wB97M-V/def2-TZVPD

```
80
Properties=species:S:1:pos:R:3:mulliken_charge:R:1
H -3.086 0.584 5.550 0.4015
C -4.932 -2.926 0.810 -0.7002
H -2.380 2.631 -3.562 0.3087
C -2.301 0.023 5.038 -0.5853
H -1.095 -0.792 -5.211 0.4298
C 4.124 2.564 -0.869 -0.6732
H -5.247 -3.756 2.926 0.4204
C -2.571 0.437 -0.799 -0.2237
H 0.573 -1.668 3.060 0.2068
C -1.193 -0.481 2.934 0.8269
C 0.671 -0.056 -4.228 -1.3515
C -0.425 -1.544 5.048 -0.7687
H 2.010 0.136 -2.573 0.2728
H 4.494 3.574 -1.005 0.4637
H -1.164 -2.146 -0.825 0.5345
P -1.508 -1.028 1.280 -0.0712
C -1.747 0.592 -3.703 -0.5980
H -3.637 -1.985 -0.676 0.3533
H -2.698 0.162 -3.378 1.0350
H 0.282 3.908 -3.046 0.3134
H -0.907 -1.344 -3.568 0.2275
H -2.727 -0.488 -1.346 0.0951
C -3.385 -2.743 2.460 -0.3568
C -3.839 -2.269 0.322 -0.1217
N 2.951 -1.461 1.197 0.9365
H -2.738 -2.681 3.321 0.3240
C -1.516 -0.945 5.689 -0.5907
C -2.144 0.288 3.681 -0.5491
C 3.069 2.132 -0.103 -0.9871
C 3.987 0.313 -1.098 -0.5074
C -0.809 -0.459 -4.203 -0.8542
C 0.851 1.892 -2.519 2.0300
C 1.172 0.655 -3.017 -0.5031
C 0.798 -1.105 -0.504 0.8362
H 1.468 2.374 -1.676 -0.9026
H 4.121 -0.728 -1.330 0.5075
C -2.987 1.712 -1.101 -0.6960
H 0.104 2.724 2.691 0.4504
C 4.658 -2.331 2.393 -0.6287
C -1.594 1.931 -3.851 -0.4453
H 0.921 0.465 -5.163 0.4019
C 0.874 2.137 2.190 -1.3998
C -2.496 2.574 -0.083 -1.2669
H 2.440 2.677 0.570 0.5295
H 5.526 1.406 -2.195 0.4671
H 1.517 3.217 -4.143 0.2823
H 1.216 -1.019 -4.273 0.4471
H 4.598 -4.335 1.350 0.4308
N 2.986 0.729 -0.200 1.1840
H 0.217 -2.240 5.625 0.3917
C -0.489 2.616 -4.571 -0.7506
C 3.132 -2.779 0.732 -0.4648
C 0.590 2.981 -3.555 -1.0179
H -0.885 3.562 -4.968 0.5175
H -1.419 2.097 1.801 0.7487
C -4.639 -3.238 2.191 -0.6508
C -0.240 -1.259 3.675 -0.1764
C 3.874 -1.196 2.241 -0.6814
H -2.842 0.975 3.133 0.3400
H -1.761 -1.194 6.722 0.3652
H 0.527 -0.339 -1.247 -2.0886
C -0.476 -1.846 0.008 -1.3027
H 2.488 -3.176 -0.056 0.3921
H 1.464 -1.791 -1.049 1.2456
H -0.222 -2.801 0.493 0.4110
H 1.810 2.653 2.379 0.4831
H 5.450 -2.459 3.126 0.4320
P 1.847 -0.215 0.733 -0.1184
N -2.885 -2.097 1.324 0.4861
H 3.850 -0.237 2.757 0.3675
N -1.865 0.449 0.417 0.5805
H 1.066 1.203 2.720 0.1697
Mg 0.051 2.323 -0.562 0.4921
H -3.507 2.074 -1.999 0.8456
H -0.093 2.012 -5.382 0.3324
H -5.859 -3.156 0.289 0.4255
C 4.693 1.418 -1.511 -0.7667
H -2.616 3.642 0.032 0.5045
C -1.743 1.800 0.799 -0.7721
C 4.197 -3.329 1.443 -0.6760
```

Properties
charge = 0
frontier orbital gap (spin up / spin down) = 4.14 / 5.02 eV
largest force on an atom = 3.19 eV Å⁻¹


C33H41BN7O7P | wB97M-V/def2-TZVPD

```
90
Properties=species:S:1:pos:R:3:mulliken_charge:R:1
H 5.218 4.663 -2.450 0.3514
C -1.770 1.604 -0.079 0.4386
C 0.244 -4.266 8.226 -0.4786
N 4.195 3.261 -3.698 0.0866
H 0.028 5.282 3.975 0.3195
H 3.409 2.309 -5.443 0.3467
N -0.236 6.094 4.518 0.1000
O -1.630 2.481 -1.082 -0.5134
O 0.298 4.000 2.332 -0.4514
H 1.849 -4.432 9.712 0.3933
C -1.042 8.092 5.065 -0.6275
H -1.327 -2.650 -1.447 0.4221
N -0.751 -3.339 8.062 -0.0320
H -5.084 3.826 -0.818 0.3409
C 5.234 4.968 -4.672 -0.5014
C -0.307 -7.659 -7.655 -0.6258
H -2.534 -3.857 -3.569 0.4002
C -2.401 -0.156 1.348 0.2486
C 4.626 4.178 -5.677 -0.5518
H 3.835 0.252 -2.995 0.4028
C 1.822 -6.996 -7.361 -0.5150
C 4.949 4.381 -3.459 -0.4413
H 1.611 -0.142 0.714 0.1318
H 0.339 -5.104 7.548 0.3695
C -6.953 1.707 -2.554 -0.6144
C -0.836 7.221 4.018 -0.1674
H 2.508 1.677 -1.103 0.3501
C -5.600 3.027 -1.334 -0.4242
H -1.016 -6.578 -5.822 0.4224
H -1.199 -8.123 -8.057 0.3871
N 1.054 -6.487 -6.346 0.0274
C -5.971 0.922 -1.991 -0.2519
C -0.049 6.240 5.868 -0.5557
C 3.343 -0.138 -2.114 -0.3581
C -0.199 -0.087 3.370 -0.5004
H -0.544 7.879 7.237 0.3790
H 2.884 -6.793 -7.407 0.3569
C 0.724 -3.425 -3.853 -0.5495
O -3.209 -1.174 1.670 -0.5585
C 2.652 0.604 -1.127 0.3452
H 1.117 -2.471 -1.997 0.2846
H 4.650 4.354 -6.744 0.3814
H 0.755 -2.156 10.710 0.3853
H -0.697 0.503 4.281 0.3819
N -5.155 1.733 -1.247 0.1837
H -1.447 -3.352 7.328 0.2501
H 1.346 4.530 0.031 0.3274
H -1.501 9.070 4.992 0.3632
H -0.628 4.186 1.942 0.3178
C -1.483 -3.623 -3.461 -0.8798
O 1.133 3.582 -0.282 -0.4845
H 3.845 2.630 -2.990 0.2592
H 0.924 0.289 3.254 0.2493
C 3.279 -1.465 -1.749 -1.0741
B -0.161 -1.711 3.628 0.5319
C 0.989 -3.901 9.326 -0.3633
H 1.736 -3.431 -4.234 0.3845
C -0.656 -2.391 9.047 -0.4975
H 2.377 -2.402 -0.072 0.2131
H -1.066 7.305 2.965 0.3384
C -0.628 1.526 1.103 -0.0778
H -7.301 3.914 -2.397 0.3740
O -2.859 0.655 0.206 -0.3459
H 5.816 5.869 -4.817 0.3802
O -0.888 -2.744 2.864 -0.4467
H -1.358 -1.570 9.096 0.3688
H 0.417 5.457 6.450 0.3472
H 1.313 -8.262 -9.077 0.3794
H -7.752 1.358 -3.195 0.3746
C 2.185 -0.291 -0.191 -0.4893
C -0.902 -3.011 -2.374 -0.2878
H -0.560 -4.360 -5.364 0.6301
C -0.454 -3.885 -4.397 -0.5487
H -0.942 -2.533 1.886 0.2503
C -0.544 7.472 6.235 -0.3822
H 1.394 -5.909 -5.588 0.2169
N 2.576 -1.547 -0.575 -0.0145
C -6.718 3.039 -2.138 -0.4814
O 0.669 -2.180 4.790 -0.5987
C 1.002 -7.731 -8.187 -0.3725
H -0.019 -2.497 5.454 0.2744
C 3.989 3.133 -5.047 -0.3135
P 0.901 2.722 1.255 0.2240
H -4.350 1.426 -0.716 0.3732
C 0.419 -2.714 9.846 -0.3785
C -1.009 0.385 2.025 0.3075
H 3.672 -2.354 -2.223 0.4862
H -5.785 -0.141 -2.056 0.3574
C -0.247 -6.882 -6.520 -0.2482
N 0.441 -2.889 -2.623 0.1877
```

Properties
structure (SMILES) = O=C1OC(=O)C(P(O)O)=C1CB(O)O.c1cc[nH]c1.c1cc[nH]c1.c1cc[nH]c1.c1cc[nH]c1.c1cc[nH]c1.c1cc[nH]c1.c1cc[nH]c1
charge = 0
frontier orbital gap = 5.14 eV
largest force on an atom = 9.33 eV Å⁻¹